A structure of composition C42H37GeHgN5O, computed with ωB97M-V/def2-TZVPD.

Computed properties:
* E_LUMO (alpha / beta): 2.3 / 2.3 eV
* calculated total energy: -114344.0511 eV
* 2S+1: 2
* expectation value of S²: 0.77
* frontier orbital gap (alpha / beta): 3.8 / 7.0 eV
* net charge: -1

Last column: Löwdin charge in e.
Element x y z (Å)
1 Hg 2.96 0.07 1.66  0.3715
2 C 3.48 -1.05 -2.12  -0.0614
3 C 3.55 0.46 -2.15  -0.3860
4 C 4.34 1.10 -3.10  -0.0859
5 C 4.38 2.50 -3.07  -0.1185
6 C 3.65 3.18 -2.13  -0.0657
7 C 2.85 2.46 -1.19  -0.2615
8 N 2.83 1.09 -1.23  0.0654
9 C 2.05 3.14 -0.22  -0.2593
10 C 2.18 4.55 0.00  -0.0577
11 C 1.38 5.18 0.90  -0.1098
12 C 0.43 4.44 1.63  -0.0648
13 C 0.37 3.07 1.39  -0.2653
14 N 1.13 2.43 0.51  0.1056
15 C -0.66 2.23 2.10  -0.3132
16 C -1.21 2.74 3.39  -0.0260
17 C -1.51 1.91 4.39  -0.0855
18 C -1.27 0.47 4.27  -0.0485
19 C -0.77 -0.03 3.14  -0.3083
20 C -0.45 -1.47 2.91  -0.0504
21 N -0.46 0.78 2.02  0.0158
22 H 4.29 -1.49 -2.70  0.0665
23 H 2.53 -1.39 -2.52  0.0669
24 H 3.56 -1.40 -1.09  0.0282
25 H 4.91 0.52 -3.82  0.0813
26 H 4.97 3.05 -3.79  0.0893
27 H 3.66 4.26 -2.13  0.0834
28 H 2.93 5.12 -0.54  0.0843
29 H 1.49 6.25 1.07  0.0895
30 H -0.21 4.92 2.35  0.0704
31 H -1.37 3.80 3.49  0.0919
32 H -1.91 2.30 5.31  0.0937
33 H -1.46 -0.17 5.11  0.0985
34 H -0.72 -2.09 3.77  0.0804
35 H 0.62 -1.57 2.72  0.0179
36 H -0.97 -1.83 2.02  0.0698
37 C -1.58 1.37 1.27  -0.2093
38 Ge -1.60 1.05 -0.65  1.0607
39 C -1.04 -0.81 -0.81  -0.2539
40 C 0.30 -1.12 -0.59  -0.1293
41 C 0.71 -2.45 -0.53  -0.1078
42 C -0.20 -3.48 -0.71  -0.1253
43 C -1.54 -3.18 -0.93  -0.1140
44 C -1.96 -1.85 -0.97  -0.1057
45 C -3.50 1.15 -1.17  -0.2598
46 C -4.47 1.73 -0.36  -0.1052
47 C -5.79 1.84 -0.78  -0.0998
48 C -6.17 1.35 -2.02  -0.1083
49 C -5.21 0.77 -2.85  -0.0974
50 C -3.89 0.68 -2.43  -0.1179
51 C -0.67 2.20 -1.91  -0.2731
52 C -0.80 3.59 -1.84  -0.1101
53 C -0.17 4.40 -2.77  -0.0902
54 C 0.59 3.84 -3.78  -0.0982
55 C 0.73 2.46 -3.86  -0.0913
56 C 0.10 1.65 -2.93  -0.1056
57 H -2.55 1.20 1.75  0.1065
58 H 1.03 -0.32 -0.47  0.0313
59 H 1.75 -2.68 -0.33  0.0831
60 H 0.13 -4.51 -0.68  0.1019
61 H -2.26 -3.98 -1.08  0.0969
62 H -3.01 -1.63 -1.13  0.0897
63 H -4.20 2.12 0.62  0.0887
64 H -6.53 2.30 -0.13  0.0956
65 H -7.20 1.43 -2.35  0.0936
66 H -5.50 0.40 -3.83  0.0964
67 H -3.16 0.24 -3.09  0.1040
68 H -1.38 4.04 -1.04  0.1039
69 H -0.26 5.48 -2.69  0.0982
70 H 1.10 4.48 -4.50  0.0964
71 H 1.36 2.02 -4.62  0.1011
72 H 0.25 0.57 -2.98  0.0950
73 N -1.57 -5.08 2.06  0.1923
74 C -0.76 -6.06 2.53  -0.4999
75 O -1.20 -7.09 3.03  0.0402
76 C 0.71 -5.83 2.42  -0.1196
77 C 1.57 -6.90 2.61  -0.0111
78 C 2.94 -6.69 2.51  -0.0594
79 C 3.39 -5.41 2.22  -0.1403
80 N 2.58 -4.37 2.04  0.0888
81 C 1.27 -4.58 2.15  -0.0995
82 H -2.56 -5.26 2.09  0.1137
83 H -1.24 -4.33 1.48  0.0554
84 H 1.16 -7.87 2.84  0.1180
85 H 3.64 -7.49 2.65  0.0988
86 H 4.45 -5.20 2.13  0.1048
87 H 0.65 -3.71 2.02  0.0741

A cluster of 2 separate species, C5H10NO2 in total at a distorted geometry, computed with ωB97M-V/def2-TZVPD.

Computed properties:
* E_LUMO: 3.8 eV
* calculated total energy: -10931.4220 eV
* frontier orbital gap: 8.2 eV
* net charge: -1

Last column: Löwdin charge in e.
Element x y z (Å)
1 C -1.06 0.11 0.54  -0.3140
2 C -0.91 -1.36 0.87  -0.1673
3 C -0.83 1.06 1.78  -0.1239
4 N 1.06 -1.34 -2.33  0.0255
5 C 1.65 -0.35 -1.54  -0.1951
6 C 1.63 1.06 -1.80  -0.7500
7 O 2.12 1.62 -0.66  -0.1806
8 O 1.28 1.60 -2.84  -0.0175
9 H -0.22 0.40 -0.23  0.0905
10 H -2.00 0.32 0.07  0.0773
11 H -1.80 -1.66 1.49  0.0682
12 H 0.05 -1.61 1.43  0.0812
13 H -0.83 -2.07 0.03  0.0570
14 H -0.24 1.98 1.56  0.0687
15 H -0.28 0.46 2.58  0.0730
16 H -1.78 1.41 2.25  0.0515
17 H 1.94 -0.78 -0.46  0.1336
18 H 0.23 -0.84 -2.74  0.0221

A cluster of 7 separate species, C63H133N7O7 in total at a distorted geometry, computed with ωB97M-V/def2-TZVPD.

Computed properties:
* E_LUMO: 0.4 eV
* calculated total energy: -92242.4513 eV
* frontier orbital gap: 8.6 eV
* net charge: 0

Last column: Löwdin charge in e.
Element x y z (Å)
1 C 0.11 -6.55 -6.40  -0.0179
2 C 0.64 -5.59 -5.33  -0.5244
3 C -0.39 -5.43 -4.19  -0.1361
4 C -0.38 -6.48 -3.08  -0.1698
5 C 1.06 -6.65 -2.59  -0.1398
6 C 2.03 -7.01 -3.70  -0.4968
7 N 1.91 -5.98 -4.74  -0.1086
8 O 2.96 -5.94 -5.68  -0.0069
9 C 3.44 -6.96 -3.09  -0.0104
10 C 1.72 -8.41 -4.22  -0.0387
11 C 0.79 -4.19 -5.92  -0.0403
12 H 0.02 -7.57 -6.05  0.0624
13 H 0.90 -6.63 -7.15  0.0864
14 H -0.82 -6.20 -6.85  0.0866
15 H -0.09 -4.50 -3.69  0.0959
16 H -1.40 -5.27 -4.56  0.0994
17 H -0.80 -7.40 -3.50  0.1060
18 H -1.04 -6.10 -2.31  0.0978
19 H 1.06 -7.39 -1.80  0.1301
20 H 1.32 -5.66 -2.20  0.1065
21 H 3.45 -6.59 -2.06  0.0798
22 H 3.81 -7.99 -3.00  0.0795
23 H 4.20 -6.43 -3.65  0.0721
24 H 2.06 -9.18 -3.51  0.0837
25 H 0.67 -8.61 -4.41  0.0602
26 H 2.21 -8.72 -5.15  0.0941
27 H 1.40 -3.52 -5.31  0.0852
28 H -0.15 -3.73 -6.25  0.0852
29 H 1.24 -4.29 -6.91  0.0828
30 H 3.51 -5.25 -5.29  0.0958
31 C -5.23 -3.85 -1.15  -0.0086
32 C -5.17 -2.81 -2.28  -0.5078
33 C -4.04 -3.23 -3.24  -0.1448
34 C -4.30 -4.40 -4.16  -0.1768
35 C -5.56 -4.10 -4.96  -0.1267
36 C -6.73 -3.80 -4.02  -0.5062
37 N -6.39 -2.72 -3.08  -0.0947
38 O -7.50 -2.45 -2.25  -0.0122
39 C -7.85 -3.24 -4.93  -0.0469
40 C -7.30 -5.08 -3.35  -0.0213
41 C -4.81 -1.43 -1.77  -0.0192
42 H -5.94 -3.63 -0.36  0.0891
43 H -4.22 -3.93 -0.73  0.0720
44 H -5.36 -4.85 -1.56  0.0702
45 H -3.68 -2.35 -3.79  0.1061
46 H -3.15 -3.42 -2.63  0.0980
47 H -4.33 -5.34 -3.59  0.1101
48 H -3.43 -4.56 -4.79  0.0948
49 H -5.86 -4.88 -5.65  0.1274
50 H -5.34 -3.15 -5.46  0.1020
51 H -7.66 -2.20 -5.19  0.0768
52 H -7.97 -3.87 -5.81  0.0864
53 H -8.82 -3.19 -4.42  0.0812
54 H -8.09 -5.51 -3.96  0.0796
55 H -6.50 -5.83 -3.35  0.0705
56 H -7.64 -4.94 -2.33  0.0781
57 H -3.93 -1.47 -1.12  0.0772
58 H -5.57 -1.06 -1.07  0.0876
59 H -4.78 -0.70 -2.58  0.0667
60 H -8.02 -1.78 -2.71  0.1011
61 C 7.00 0.70 3.39  -0.0393
62 C 6.35 1.53 4.50  -0.5184
63 C 6.09 0.62 5.68  -0.1420
64 C 5.68 1.36 6.93  -0.1885
65 C 6.66 2.49 7.24  -0.1300
66 C 6.90 3.42 6.07  -0.5114
67 N 7.25 2.62 4.89  -0.0812
68 O 7.41 3.49 3.77  -0.0251
69 C 5.76 4.44 5.83  -0.0237
70 C 8.15 4.26 6.39  -0.0484
71 C 5.00 2.02 3.94  -0.0408
72 H 8.06 0.54 3.59  0.0904
73 H 6.89 1.10 2.38  0.0827
74 H 6.55 -0.30 3.39  0.0857
75 H 5.31 -0.13 5.45  0.1175
76 H 6.96 -0.01 5.92  0.1280
77 H 5.45 0.72 7.79  0.1180
78 H 4.68 1.81 6.82  0.0778
79 H 7.59 2.09 7.65  0.1237
80 H 6.15 3.05 8.03  0.1262
81 H 5.73 4.79 4.80  0.0694
82 H 4.78 4.17 6.22  0.0743
83 H 6.04 5.34 6.39  0.0812
84 H 8.32 4.97 5.58  0.0797
85 H 8.15 4.72 7.37  0.0862
86 H 9.03 3.61 6.29  0.0863
87 H 5.08 2.68 3.08  0.0817
88 H 4.31 2.34 4.71  0.0616
89 H 4.48 1.15 3.50  0.0824
90 H 8.13 3.05 3.30  0.1014
91 C 2.27 6.84 4.20  -0.0277
92 C 2.59 6.35 2.76  -0.5051
93 C 2.92 4.86 2.88  -0.1250
94 C 1.68 4.00 3.16  -0.1828
95 C 0.69 4.18 2.02  -0.1250
96 C 0.31 5.65 1.78  -0.5069
97 N 1.46 6.54 1.87  -0.1071
98 O 1.16 7.90 1.72  -0.0002
99 C -0.26 5.76 0.36  -0.0396
100 C -0.84 6.07 2.72  -0.0310
101 C 3.84 7.11 2.29  -0.0177
102 H 1.72 7.79 4.21  0.0776
103 H 3.17 7.15 4.76  0.0810
104 H 1.77 6.14 4.86  0.0654
105 H 3.07 4.57 1.83  0.1305
106 H 3.78 4.60 3.49  0.0927
107 H 1.21 4.11 4.14  0.0749
108 H 2.07 2.98 3.18  0.0962
109 H -0.22 3.64 2.26  0.1100
110 H 1.20 3.89 1.09  0.1048
111 H 0.42 5.48 -0.44  0.0872
112 H -1.14 5.13 0.24  0.0882
113 H -0.61 6.77 0.16  0.0808
114 H -1.13 7.10 2.49  0.0769
115 H -1.74 5.46 2.64  0.0873
116 H -0.55 6.12 3.77  0.0794
117 H 3.95 8.06 2.79  0.0774
118 H 3.80 7.22 1.20  0.0882
119 H 4.73 6.50 2.48  0.0776
120 H 0.58 8.10 2.47  0.0769
121 C -0.88 -1.38 -1.70  -0.0234
122 C -0.18 -2.24 -0.64  -0.5103
123 C 1.13 -2.72 -1.27  -0.1421
124 C 2.20 -1.65 -1.42  -0.1763
125 C 2.39 -0.88 -0.14  -0.1429
126 C 1.10 -0.40 0.50  -0.5098
127 N 0.15 -1.48 0.55  -0.0901
128 O -1.05 -1.16 1.25  0.0002
129 C 1.39 0.08 1.93  -0.0479
130 C 0.64 0.92 -0.18  -0.0145
131 C -1.02 -3.46 -0.30  -0.0146
132 H -0.26 -0.83 -2.40  0.0702
133 H -1.64 -0.69 -1.32  0.0784
134 H -1.54 -2.01 -2.32  0.0645
135 H 1.54 -3.55 -0.67  0.1239
136 H 0.97 -3.16 -2.26  0.1032
137 H 1.99 -1.00 -2.28  0.1060
138 H 3.10 -2.19 -1.73  0.1146
139 H 3.09 -0.03 -0.20  0.1264
140 H 2.89 -1.49 0.62  0.1260
141 H 0.53 0.61 2.34  0.0632
142 H 1.59 -0.79 2.57  0.0939
143 H 2.25 0.75 1.95  0.0786
144 H 1.08 1.84 0.19  0.0605
145 H 1.02 0.92 -1.21  0.0758
146 H -0.45 0.92 -0.23  0.0772
147 H -0.54 -3.98 0.53  0.0955
148 H -1.05 -4.11 -1.17  0.0652
149 H -2.04 -3.19 -0.03  0.0707
150 H -0.73 -0.98 2.14  0.0691
151 C -4.25 2.97 -4.70  -0.0233
152 C -3.26 2.56 -5.81  -0.5229
153 C -1.99 1.89 -5.31  -0.1320
154 C -2.10 0.40 -5.01  -0.1900
155 C -2.74 -0.36 -6.16  -0.1393
156 C -4.08 0.24 -6.54  -0.5092
157 N -3.87 1.67 -6.78  -0.1006
158 O -4.91 2.31 -7.49  -0.0171
159 C -4.54 -0.40 -7.84  -0.0354
160 C -5.14 -0.07 -5.47  -0.0223
161 C -2.83 3.87 -6.48  -0.0408
162 H -5.22 3.16 -5.17  0.0848
163 H -3.96 3.85 -4.14  0.0829
164 H -4.47 2.16 -4.00  0.0648
165 H -1.15 2.09 -5.98  0.1199
166 H -1.61 2.34 -4.38  0.1267
167 H -2.64 0.16 -4.08  0.0975
168 H -1.15 -0.03 -4.66  0.1058
169 H -2.79 -1.43 -5.94  0.1156
170 H -2.03 -0.33 -6.99  0.1245
171 H -5.46 0.05 -8.23  0.0809
172 H -3.82 -0.30 -8.66  0.0891
173 H -4.76 -1.46 -7.67  0.0829
174 H -4.74 0.23 -4.51  0.0416
175 H -6.06 0.52 -5.59  0.0982
176 H -5.60 -1.05 -5.50  0.0534
177 H -2.29 4.50 -5.78  0.0870
178 H -3.71 4.36 -6.90  0.0780
179 H -2.28 3.64 -7.40  0.0878
180 H -4.63 2.17 -8.40  0.1026
181 C 2.19 0.33 5.87  -0.0285
182 C 0.98 1.04 6.48  -0.5117
183 C 1.31 2.52 6.42  -0.1435
184 C 0.05 3.36 6.62  -0.1614
185 C -1.03 3.03 5.60  -0.1362
186 C -1.38 1.53 5.52  -0.4942
187 N -0.15 0.74 5.60  -0.0947
188 O -0.46 -0.64 5.65  -0.0104
189 C -2.36 1.20 6.68  -0.0090
190 C -1.99 1.29 4.16  -0.0407
191 C 0.82 0.57 7.93  -0.0236
192 H 3.10 0.65 6.38  0.0570
193 H 2.32 0.64 4.83  0.0687
194 H 2.10 -0.76 5.90  0.0897
195 H 2.01 2.84 7.20  0.1243
196 H 1.86 2.82 5.52  0.0887
197 H 0.23 4.44 6.66  0.1110
198 H -0.31 3.04 7.60  0.1080
199 H -0.82 3.44 4.61  0.0902
200 H -1.90 3.59 5.95  0.1182
201 H -1.92 0.50 7.38  0.0704
202 H -2.81 2.03 7.22  0.0799
203 H -3.21 0.65 6.25  0.0802
204 H -2.89 1.92 4.06  0.0969
205 H -1.33 1.59 3.34  0.0658
206 H -2.36 0.28 3.95  0.0844
207 H 0.06 1.09 8.51  0.0740
208 H 1.77 0.70 8.45  0.0860
209 H 0.62 -0.50 7.94  0.0848
210 H -0.20 -1.00 4.79  0.0934

The ion C4H12N2O2 with charge +2 at a distorted geometry, computed with ωB97M-V/def2-TZVPD.

Computed properties:
* E_LUMO: -6.8 eV
* calculated total energy: -11401.5201 eV
* frontier orbital gap: 12.3 eV
* net charge: +2

Last column: Löwdin charge in e.
Element x y z (Å)
1 O -0.34 -2.23 -1.28  0.1875
2 C 0.13 -1.25 -0.80  -0.4693
3 O 1.07 -0.47 -1.31  0.1595
4 C -0.39 -0.70 0.54  -0.1381
5 C -0.56 0.86 0.52  -0.0951
6 C 0.69 1.55 1.09  -0.1138
7 N 1.12 2.77 0.30  0.2332
8 N -1.71 -1.40 0.76  0.2481
9 H 1.37 -0.84 -2.16  0.1759
10 H 0.17 -0.91 1.44  0.1658
11 H -1.44 1.10 1.13  0.1322
12 H -0.76 1.15 -0.50  0.1310
13 H 1.54 0.86 1.06  0.1391
14 H 0.55 1.78 2.13  0.1455
15 H 1.89 3.21 0.81  0.1873
16 H 1.45 2.50 -0.63  0.1797
17 H 0.34 3.41 0.18  0.1842
18 H -2.55 -0.82 0.82  0.1838
19 H -1.89 -2.11 0.03  0.1718
20 H -1.68 -1.92 1.65  0.1918

A structure of composition C29H29BF4FeN6PS at a distorted geometry, computed with ωB97M-V/def2-TZVPD.

Computed properties:
* E_LUMO (alpha / beta): -1.3 / -1.3 eV
* calculated total energy: -105545.9157 eV
* 2S+1: 2
* expectation value of S²: 0.97
* frontier orbital gap (alpha / beta): 6.1 / 6.5 eV
* net charge: 0

Last column: Löwdin charge in e.
Element x y z (Å)
1 Fe -0.66 0.58 0.03  0.3004
2 C -1.79 6.73 0.06  -0.0868
3 C -1.13 5.61 -0.73  -0.2365
4 N -1.95 4.41 -0.76  0.0102
5 C -1.69 3.30 -0.08  -0.7392
6 S -2.62 1.88 -0.37  0.8262
7 N -0.75 3.35 0.87  0.0269
8 N -0.52 2.16 1.39  -0.0409
9 C 0.05 2.11 2.56  -0.2632
10 C 0.58 3.37 3.20  -0.0277
11 C 0.03 0.87 3.31  -0.1404
12 C 0.66 0.86 4.57  -0.0048
13 C 0.65 -0.25 5.38  -0.0356
14 C 0.00 -1.39 4.94  -0.0381
15 C -0.61 -1.35 3.72  -0.0433
16 N -0.63 -0.26 2.92  0.0811
17 H -1.14 7.60 0.11  0.0707
18 H -2.73 7.04 -0.39  0.0697
19 H -2.00 6.40 1.08  0.0706
20 H -0.95 5.91 -1.76  0.1183
21 H -0.17 5.35 -0.30  0.1079
22 H -2.61 4.30 -1.52  0.1290
23 H 0.66 4.13 2.44  0.0691
24 H -0.09 3.74 3.98  0.0977
25 H 1.56 3.21 3.64  0.0753
26 H 1.16 1.75 4.90  0.1012
27 H 1.16 -0.22 6.34  0.1181
28 H -0.03 -2.30 5.52  0.1134
29 H -1.15 -2.19 3.31  0.1213
30 N 1.36 0.06 0.58  0.0664
31 C 1.83 -1.30 0.67  -0.2870
32 C 2.33 -1.79 1.87  -0.0367
33 C 2.76 -3.11 1.95  -0.0811
34 C 2.70 -3.93 0.84  -0.0831
35 C 2.18 -3.44 -0.35  -0.0741
36 C 1.73 -2.13 -0.45  -0.3111
37 P 0.93 -1.34 -1.89  1.1558
38 C 1.03 -2.57 -3.23  -0.3688
39 C 0.06 -3.54 -3.48  -0.0826
40 C 0.21 -4.42 -4.54  -0.0837
41 C 1.33 -4.35 -5.35  -0.0897
42 C 2.30 -3.39 -5.11  -0.0839
43 C 2.15 -2.49 -4.07  -0.0989
44 C -0.79 -1.45 -1.26  -0.4242
45 C -1.73 -0.53 -1.75  -0.1755
46 C -3.14 -0.74 -1.47  -0.1623
47 C -3.52 -1.52 -0.45  -0.0346
48 C -2.49 -2.20 0.39  -0.3018
49 C -1.21 -2.41 -0.36  -0.0189
50 H 1.61 0.57 1.42  0.0930
51 H 1.79 0.54 -0.22  0.1022
52 H 2.39 -1.13 2.73  0.1071
53 H 3.15 -3.48 2.89  0.1028
54 H 3.04 -4.95 0.90  0.1028
55 H 2.11 -4.09 -1.22  0.1082
56 H -0.81 -3.59 -2.84  0.0976
57 H -0.55 -5.16 -4.73  0.1022
58 H 1.44 -5.04 -6.18  0.1012
59 H 3.17 -3.32 -5.76  0.1030
60 H 2.89 -1.72 -3.90  0.1050
61 H -1.45 0.15 -2.54  0.0961
62 H -3.86 -0.21 -2.07  0.1043
63 H -4.56 -1.65 -0.20  0.1099
64 H -2.88 -3.16 0.74  0.1320
65 H -0.54 -3.19 -0.01  0.1152
66 F 2.01 2.40 -2.80  0.1408
67 B 0.64 2.28 -2.67  -1.2293
68 F -0.02 3.50 -2.75  0.1445
69 F 0.10 1.34 -3.54  0.1130
70 F 0.42 1.79 -1.27  -0.0289
71 N -2.11 -1.47 1.63  0.0721
72 C -1.31 -0.51 1.52  -0.1696

An isolated molecule of C9H8F5N at a distorted geometry, computed with ωB97M-V/def2-TZVPD.

Computed properties:
* E_LUMO: 0.9 eV
* calculated total energy: -24539.8622 eV
* frontier orbital gap: 10.4 eV
* net charge: 0

Last column: Löwdin charge in e.
Element x y z (Å)
1 C -1.34 -2.49 -1.86  -0.0900
2 C -1.04 -1.25 -2.40  -0.0795
3 C -1.10 -2.74 -0.52  -0.0798
4 C -0.47 -0.26 -1.62  -0.0245
5 C -0.54 -1.76 0.27  -0.0118
6 C -0.21 -0.53 -0.28  -0.2879
7 C 1.94 0.47 0.22  -0.0675
8 C -0.14 1.86 0.86  -0.3666
9 C 0.28 2.30 2.27  -0.5697
10 N 0.53 0.34 0.57  -0.0335
11 F -1.46 1.74 0.78  0.1591
12 F 0.25 2.75 -0.06  0.1350
13 F 1.56 2.68 2.30  0.1687
14 F -0.46 3.34 2.67  0.1728
15 F 0.12 1.33 3.16  0.1763
16 H -1.76 -3.26 -2.49  0.1010
17 H -1.23 -1.05 -3.45  0.1027
18 H -1.34 -3.70 -0.10  0.1024
19 H -0.22 0.70 -2.04  0.1180
20 H -0.32 -1.94 1.31  0.1159
21 H 2.26 1.51 0.18  0.0794
22 H 2.53 -0.04 0.98  0.0881
23 H 2.14 0.02 -0.76  0.0916